[1]
Molecular formula: C4H9NO
Method: DFT, ωB97M-V/def2-TZVPD

Computed properties:
Energy above the lowest of the compared OMol25 structures with the same formula, charge and spin   27.6 kJ/mol
Electronic energy   -7832.034 eV
LUMO   0.93 eV
Maximum force   0.3 eV/A
Net charge   0
2S+1   1
HOMO-LUMO gap   10.54 eV
SMILES   CCC(=O)NC

Last column: Mulliken charge in e.
Element x y z (Å)
O -0.49304 -1.10859 0.94903  -0.64
N 0.79370 -0.64543 -0.84534  -0.21
C -0.19760 -0.34669 0.03987  0.46
C 1.53058 -1.88360 -0.69520  -0.80
C -0.96023 0.95289 -0.16625  -0.22
C -1.08425 1.70819 1.15644  -1.10
H 0.83709 -2.63894 -0.32161  0.27
H 1.93269 -2.20280 -1.65956  0.32
H 2.34913 -1.79268 0.02881  0.26
H -1.81649 2.51807 1.08766  0.32
H 1.11196 0.04790 -1.50348  0.24
H -1.40134 1.00982 1.93525  0.29
H -0.12374 2.13973 1.45811  0.31
H -1.95917 0.66148 -0.51304  0.24
H -0.51930 1.58065 -0.95069  0.26



[2]
Molecular formula: C4H7N2O4
Method: DFT, ωB97M-V/def2-TZVPD

Computed properties:
Energy above the lowest of the compared OMol25 structures with the same formula, charge and spin   206.5 kJ/mol
Electronic energy   -15417.287 eV
LUMO (alpha / beta)   -5.85 / -5.23 eV
Maximum force   3.6 eV/A
Net charge   +1
2S+1   1
HOMO-LUMO gap (alpha / beta)   7.88 / 8.57 eV

Last column: Mulliken charge in e.
Element x y z (Å)
O 0.06377 -0.37664 1.64223  -0.42
O 1.31891 1.73073 2.37824  -0.37
O -0.18589 -2.46033 -1.51141  -0.28
O 2.51373 -0.59792 0.01503  -0.22
N -0.18491 -1.06797 -1.67119  -0.13
N 0.33527 0.49694 0.65499  0.35
C -0.88539 0.73986 -0.17399  -0.54
C -1.28933 -0.57081 -0.77761  -0.68
C 0.91844 1.80432 1.27051  0.22
C 1.44441 -0.33601 -0.31102  0.33
H 0.57713 -0.02752 2.41465  0.37
H -1.60415 1.26976 0.52299  0.39
H 1.07496 2.55880 0.43816  0.35
H -1.51436 -1.18290 -0.00955  0.46
H 0.21107 -2.80221 -2.33130  0.39
H -2.04207 -0.61805 -1.54909  0.41
H -0.75159 1.43994 -1.00164  0.36



[3]
Molecular formula: C19H27N3O4
Method: DFT, ωB97M-V/def2-TZVPD

Computed properties:
Energy above the lowest of the compared OMol25 structures with the same formula, charge and spin   156.7 kJ/mol
Electronic energy   -32802.313 eV
LUMO   0.78 eV
Maximum force   0.6 eV/A
Net charge   0
2S+1   1
HOMO-LUMO gap   9.12 eV
SMILES   CC[C@@H]1Oc2ccc(C)cc2N(CC(=O)NCCN2CCOCC2)C1=O

Last column: Mulliken charge in e.
Element x y z (Å)
O -0.29937 -2.56230 -2.00836  -0.74
O -2.75772 0.19667 0.54599  -0.68
O 1.67705 -0.64414 5.93183  -0.39
O 0.57344 0.01059 -4.27654  -0.54
N 1.11286 -0.69415 3.16788  0.12
N -1.39154 -1.61244 0.49826  0.01
N -1.25675 -0.54194 -2.29842  0.38
C 2.31067 -1.56338 5.07426  -0.72
C 0.92657 -0.93827 -3.28837  -0.06
C -0.97996 3.29027 -3.92629  -0.55
C 0.42158 0.23069 4.04794  -0.51
C -1.84941 3.07926 -2.86356  0.25
C 2.68611 -1.47159 -1.53960  -1.29
C 0.50525 -0.87398 1.87230  -0.62
C -0.26550 -1.43963 -2.49171  0.39
C -2.22632 -0.71582 -0.05259  0.90
C -2.43382 -0.95757 -1.55486  -1.63
C 1.33780 0.53273 5.23566  -0.75
C -0.23681 1.01393 -3.81804  0.53
C -1.92964 1.81174 -2.30112  -0.78
C -1.15247 0.77185 -2.79004  0.85
C 1.96924 -0.36788 -2.30410  -0.27
C 1.41682 -1.91906 3.88373  -0.53
C -2.70919 4.19073 -2.34423  -1.59
C -0.16821 2.27241 -4.39300  -0.91
C -0.91006 -1.49366 1.85257  -0.66
H 3.25244 -1.13541 4.69895  0.36
H -2.59105 1.64554 -1.46543  0.48
H 0.52503 2.43351 -5.20276  0.46
H -0.89882 -2.48466 2.31300  0.21
H 1.96743 -2.13856 -1.06987  0.28
H -3.03839 3.98222 -1.32985  0.36
H 2.68738 0.21506 -2.88503  0.38
H 1.17428 -1.50712 1.28075  0.15
H 2.52561 -2.44721 5.67724  0.36
H 0.20787 1.15092 3.50197  0.42
H -0.52418 -0.18764 4.43040  0.32
H 1.36209 -1.78169 -3.83380  0.40
H 2.25134 1.02448 4.86902  0.37
H 3.32386 -1.04413 -0.77001  0.37
H 1.94685 -2.60184 3.21683  0.41
H -3.29950 -0.39730 -1.90822  0.54
H -0.92083 4.26718 -4.38191  0.42
H 3.30270 -2.06111 -2.21387  0.40
H -1.61064 -0.84802 2.38617  0.37
H -2.57975 -2.02570 -1.73794  0.47
H 0.45356 0.10895 1.39344  0.31
H 1.46998 0.31351 -1.60904  0.22
H 0.83788 1.18118 5.95690  0.36
H 0.50881 -2.41759 4.26331  0.32
H -0.94318 -2.28769 -0.11144  0.31
H -3.59291 4.30376 -2.97265  0.31
H -2.16847 5.13432 -2.35576  0.40



[4]
Molecular formula: C26H26ClN2OSScSi
Method: DFT, ωB97M-V/def2-TZVPD

Computed properties:
Energy above the lowest of the compared OMol25 structures with the same formula, charge and spin   6.7 kJ/mol
Electronic energy   -84352.574 eV
LUMO   -1.08 eV
Maximum force   0.7 eV/A
Net charge   0
2S+1   1
HOMO-LUMO gap   6.71 eV

Last column: Mulliken charge in e.
Element x y z (Å)
Sc 0.43936 0.04160 -0.69555  0.20
Cl -6.08913 3.60402 0.51254  -0.23
S 0.87729 -0.72082 -2.97823  -0.54
Si 1.74763 0.49149 2.49388  0.34
O -0.69257 1.70391 -0.69459  -0.09
N 0.73823 -2.16435 -0.17928  0.42
N -1.54271 -0.81740 0.23498  0.62
C -2.90285 1.20272 0.03013  0.35
C 0.10590 1.32657 2.88809  -0.80
C -1.19384 -4.87818 1.41478  -0.86
C -4.20266 1.68285 0.29238  -1.08
C 2.76712 2.19634 -5.05936  -0.47
C 1.80418 3.18846 -5.18056  -0.44
C 0.54828 2.98907 -4.62377  -0.65
C 1.22323 0.81139 -3.82069  0.44
C -4.48792 3.01412 0.18029  0.09
C 2.48163 1.01942 -4.38460  -0.50
C -2.34787 -4.20425 1.68294  -1.06
C -0.12736 -4.20729 0.77440  0.99
C 1.88328 -2.76344 -0.40215  -0.23
C 0.25880 1.80994 -3.95401  -0.15
C -1.89060 2.09756 -0.38423  0.17
C 1.63704 -1.30175 3.06638  -0.90
C -2.49563 -2.85174 1.31099  -0.81
C 1.11690 -4.82458 0.51183  -0.75
C 2.11920 -4.11159 -0.07324  -1.03
C -3.48390 3.91608 -0.19724  -0.50
C -2.67258 -0.19261 0.27124  0.19
C -1.49949 -2.17999 0.64977  1.21
C -2.21719 3.46811 -0.47213  -0.67
C -0.27944 -2.86086 0.39719  -0.52
C 3.06948 1.31387 3.54484  -1.07
C 2.08817 0.60268 0.67835  -0.80
H -3.41508 -2.35185 1.58004  0.33
H 1.62895 -1.35081 4.15826  0.43
H -0.72183 1.65525 -3.52320  0.39
H 2.28822 1.66493 0.46393  0.47
H 2.84298 1.24072 4.61164  0.28
H 3.23182 0.24498 -4.28788  0.37
H -1.43435 4.15046 -0.77451  0.49
H 2.49229 -1.88551 2.71398  0.26
H 2.02872 4.10773 -5.70572  0.38
H 2.65369 -2.16184 -0.86862  0.48
H 0.72566 -1.78976 2.70984  0.18
H -3.72072 4.96915 -0.27292  0.43
H -4.97491 0.98747 0.59804  0.43
H 1.25900 -5.86248 0.78793  0.43
H 0.12085 2.37508 2.57901  0.26
H -3.16240 -4.69820 2.19517  0.39
H -0.11553 1.29514 3.95787  0.40
H -0.21160 3.75501 -4.71621  0.38
H 4.04382 0.84856 3.37354  0.29
H 3.02327 0.06494 0.46397  0.37
H -0.72016 0.83901 2.36077  0.08
H 3.16552 2.37269 3.29174  0.29
H 3.74898 2.34050 -5.49299  0.35
H -1.06856 -5.91456 1.70110  0.42
H 3.08237 -4.55268 -0.28439  0.42
H -3.57100 -0.74529 0.54427  0.17



[5]
Molecular formula: C4H11NO
Method: DFT, ωB97M-V/def2-TZVPD

Computed properties:
Energy above the lowest of the compared OMol25 structures with the same formula, charge and spin   223.5 kJ/mol
Electronic energy   -7862.238 eV
LUMO   0.99 eV
Maximum force   1.6 eV/A
Net charge   0
2S+1   1
HOMO-LUMO gap   10.05 eV
SMILES   C=CC.NCO

Last column: Mulliken charge in e.
Element x y z (Å)
O -1.06848 -1.27963 -0.17492  -0.48
N -2.54798 -1.56477 1.64006  -0.64
C 2.56680 0.86766 -1.13158  -0.92
C 1.71094 1.81439 -0.34081  0.01
C 0.60530 2.46556 -0.72948  -0.79
C -1.89276 -2.20416 0.48955  -0.16
H 0.01876 2.01116 -1.51732  0.28
H -1.34784 -0.41875 0.15914  0.32
H -2.71233 -2.52091 -0.16104  0.24
H 0.41453 3.44103 -0.30055  0.27
H 2.02593 2.08146 0.66199  0.31
H 3.54233 0.82919 -0.66743  0.31
H -1.27306 -3.04872 0.81396  0.26
H 2.16437 -0.14499 -1.03807  0.24
H 2.61691 1.13864 -2.17580  0.29
H -1.86222 -1.16085 2.27350  0.22
H -2.96119 -2.30631 2.19881  0.24



[6]
Molecular formula: C23H20N2O3S
Method: DFT, ωB97M-V/def2-TZVPD

Computed properties:
Energy above the lowest of the compared OMol25 structures with the same formula, charge and spin   0.0 kJ/mol
Electronic energy   -44134.130 eV
LUMO   0.04 eV
Maximum force   1.1 eV/A
Net charge   0
2S+1   1
HOMO-LUMO gap   8.34 eV
SMILES   COc1ccc(C(=O)NCc2ccc(-c3nc4ccccc4s3)cc2)cc1OC

Last column: Mulliken charge in e.
Element x y z (Å)
S 0.43721 0.60453 5.59610  -0.36
O -1.74909 -2.47805 -6.70950  -0.41
O -0.99008 -0.00499 -6.74299  -0.43
O 2.58527 0.38156 -3.12673  -0.68
N -1.13817 1.70084 3.85242  -0.51
N 2.05052 -1.27217 -1.69185  -0.17
C -2.81279 2.76013 5.29610  -0.54
C -2.48892 2.47253 7.67128  -0.43
C 1.83055 -0.25831 2.95803  -0.86
C -3.21306 2.98402 6.59527  -0.49
C -1.34606 1.72381 7.47022  -0.58
C -0.93743 1.49448 6.16784  0.91
C 2.13734 -0.33694 0.57198  0.98
C -0.59077 1.34180 -6.82876  -0.90
C 1.00287 0.45454 0.41386  -0.17
C -0.44735 -0.77189 -5.76199  0.88
C -0.07099 0.99436 3.93364  0.71
C 0.28562 0.88380 1.50930  -0.96
C 0.45359 -0.33172 -4.81371  -0.45
C 2.53957 -0.68871 1.85472  -1.01
C 0.69269 0.53116 2.79918  0.83
C -0.86095 -2.12596 -5.74520  1.08
C 0.95574 -1.19369 -3.83531  -0.22
C 0.55765 -2.52017 -3.83367  -1.04
C 2.91138 -0.79654 -0.63396  -1.08
C -1.66262 2.00813 5.06710  -0.37
C -2.19498 -3.81032 -6.75940  -0.94
C -0.34283 -2.97891 -4.78444  -0.61
C 1.93234 -0.61465 -2.87365  0.44
H -2.71864 -4.09556 -5.84083  0.37
H 3.47007 0.04420 -1.06219  0.37
H 0.48699 1.43179 -6.99662  0.37
H 0.80472 0.68752 -4.79806  0.51
H 1.40955 -2.01510 -1.46778  0.27
H -0.86431 1.90055 -5.92794  0.36
H 0.96016 -3.22670 -3.12325  0.43
H 3.62102 -1.58228 -0.35167  0.35
H -3.36366 3.15052 4.45552  0.46
H 2.15394 -0.53565 3.95102  0.35
H -2.82614 2.66449 8.67872  0.37
H 3.41922 -1.30145 1.99010  0.33
H -4.10236 3.56556 6.78696  0.37
H -2.88893 -3.85549 -7.59711  0.23
H 0.69134 0.73761 -0.58100  0.40
H -1.36842 -4.50626 -6.93746  0.37
H -0.59303 1.49843 1.39514  0.49
H -0.63115 -4.01789 -4.76752  0.39
H -1.12586 1.75142 -7.68392  0.22
H -0.78310 1.32658 8.30053  0.39